[1]
ORCA calculation (the ωB97M-V functional and the def2-TZVPD basis) on an isolated molecule of C4H3I.

```
8
Properties=species:S:1:pos:R:3:forces:R:3
C -0.669 -0.309 1.651 0.91 -0.30 -3.76
C -0.334 -0.351 0.355 -0.29 -2.32 -3.81
C 0.591 0.230 -0.776 -1.83 0.43 2.02
C 0.977 0.814 -1.777 0.43 -0.61 0.46
I 1.933 1.589 -3.415 -0.63 -0.43 0.97
H -1.420 -1.022 1.824 -0.75 -0.40 1.25
H -0.134 0.275 2.281 0.95 1.70 2.46
H -0.945 -1.225 -0.143 1.21 1.94 0.40
```
Positions in Å, forces in eV/Å.

SMILES string: C=CC#CI
E_HOMO (eV): -9.249
Total energy (eV): -12293.213
LUMO level (hartree): 0.00754
Orbital gap (hartree): 0.3474


[2]
ORCA calculation (the ωB97M-V functional and the def2-TZVPD basis) on C14H24N8ORhS3 as an isolated structure.

```
51
Properties=species:S:1:pos:R:3:forces:R:3
Rh 0.631 0.237 0.350 -0.64 -0.24 0.46
N -2.622 2.691 -1.167 0.10 0.20 0.08
C -1.432 2.095 -0.832 0.17 0.07 0.27
S -1.269 1.478 0.800 0.12 0.28 -0.09
N -0.520 1.987 -1.732 -0.04 0.07 -0.06
N 0.648 1.430 -1.233 0.44 -0.19 -0.16
C 1.750 1.891 -1.700 -0.06 0.09 0.07
C 3.029 1.731 -1.042 -0.08 0.06 -0.02
C 4.205 1.921 -1.784 -0.02 -0.01 -0.03
C 5.436 1.970 -1.176 0.00 0.00 0.05
C 5.499 1.881 0.217 0.01 0.00 -0.06
C 4.357 1.723 0.971 -0.06 -0.01 0.07
C 3.093 1.626 0.368 0.17 -0.04 0.04
O 2.027 1.468 1.141 -0.07 0.12 -0.07
H -3.158 3.059 -0.398 0.01 0.01 0.03
H -2.568 3.308 -1.964 0.01 0.04 0.00
H 1.671 2.543 -2.566 0.02 0.01 0.00
H 4.125 2.032 -2.859 0.00 0.00 0.00
H 6.335 2.100 -1.761 0.00 0.00 0.00
H 6.457 1.943 0.716 0.00 0.00 0.00
H 4.406 1.671 2.051 0.00 0.00 -0.01
N 0.741 -0.318 2.470 0.27 -0.09 -0.34
N 1.667 -1.326 2.798 0.02 -0.08 0.02
C 2.511 -1.806 1.853 -0.16 -0.06 -0.09
N 3.491 -2.598 2.300 0.02 0.00 0.00
S 2.340 -1.526 0.204 0.09 0.42 -0.12
H 1.176 0.596 2.639 -0.06 -0.01 0.18
H -0.095 -0.441 3.029 -0.08 -0.06 -0.08
H 1.958 -1.359 3.764 0.04 0.05 0.01
H 3.547 -2.912 3.254 0.00 0.00 0.00
H 4.136 -2.982 1.631 0.00 -0.02 0.00
C -1.988 -2.656 1.332 -0.01 -0.04 0.01
N -2.856 -1.983 0.378 -0.03 -0.11 -0.04
C -4.216 -2.525 0.354 -0.01 -0.09 -0.05
C -2.346 -1.272 -0.634 -0.01 0.27 -0.08
S -0.642 -1.321 -1.009 -0.03 -0.39 0.33
N -3.167 -0.553 -1.400 0.02 0.09 -0.04
C -2.761 -0.057 -2.716 -0.05 0.03 -0.18
C -4.417 0.021 -0.906 -0.09 0.09 0.00
H -2.575 -2.872 2.224 0.03 0.01 0.00
H -1.152 -2.020 1.584 0.14 0.08 0.04
H -1.600 -3.588 0.915 -0.01 0.00 0.03
H -4.151 -3.601 0.516 0.00 0.00 0.03
H -4.678 -2.363 -0.613 0.03 -0.05 0.04
H -4.839 -2.091 1.136 0.00 0.00 -0.02
H -2.042 -0.728 -3.171 -0.01 -0.02 0.01
H -2.321 0.938 -2.641 -0.15 -0.35 -0.21
H -3.653 -0.015 -3.339 -0.03 -0.02 0.01
H -4.447 -0.023 0.179 0.00 0.00 -0.03
H -5.294 -0.473 -1.324 0.01 0.00 0.00
H -4.428 1.068 -1.205 -0.02 -0.11 -0.01
```
Positions in Å, forces in eV/Å.

E_HOMO (eV): -10.219
Total energy (eV): -64385.010
LUMO level (hartree): -0.10706
Total charge: +1
Orbital gap (hartree): 0.2685


Look up the total energy of the second one.
-64385.010 eV


Which value of total energy does entry 2 give?
-64385.010 eV


LUMO level of number 1 (C4H3I)?
0.00754 hartree


Among the records above, which one has the lowest LUMO level?
C14H24N8ORhS3